Record 1
# C4H16FNO8V

A structure of composition C4H16FNO8V (wB97M-V/def2-TZVPD, OMol25).

## Properties
2S+1: 2
E_HOMO (spin up / spin down) (eV): -9.02 / -9.03
E_LUMO (spin up / spin down) (eV): -0.674 / -0.655
Kohn-Sham gap (spin up / spin down) (Ha): 0.307 / 0.308

Structure (XYZ):
```
31
Properties=species:S:1:pos:R:3:forces:R:3:nbo_charge:R:1
V 21.91341 -10.31367 14.74746 1.64 -2.12 1.04 1.56
F 22.68982 -11.04463 16.51253 -0.80 1.26 -2.07 -0.70
O 20.96619 -13.06702 17.56067 0.23 0.09 0.40 -0.73
O 24.24966 -12.08927 12.29025 -0.72 -0.05 0.15 -0.49
O 22.55713 -11.99794 13.64009 -1.22 0.70 0.77 -0.59
O 21.17458 -9.24572 12.87913 0.20 0.61 -0.50 -0.73
O 21.74777 -8.29797 15.63709 0.01 -0.67 -0.10 -0.72
O 20.43608 -10.66510 14.94740 -0.67 0.15 0.26 -0.42
O 22.94416 -13.80191 12.50307 -0.22 0.79 0.32 -0.41
O 24.01010 -9.56760 14.29906 0.22 0.65 -0.46 -0.72
N 23.25258 -12.65255 12.77612 1.42 -0.02 -0.48 0.74
C 19.84970 -12.30780 17.93811 -0.23 0.62 -0.16 -0.24
C 21.02904 -8.04788 16.84330 -0.99 0.45 0.73 -0.25
C 20.17221 -8.21047 12.75309 -0.30 -0.35 0.44 -0.25
C 24.36128 -8.71271 13.19924 -0.34 0.89 -0.12 -0.25
H 21.53375 -7.29451 17.44576 0.21 -0.17 0.03 0.19
H 21.50906 -9.32975 11.97915 0.44 -0.60 0.29 0.51
H 25.01293 -9.15249 12.44859 0.06 -0.44 0.31 0.22
H 20.01614 -7.67784 16.65516 0.14 0.10 -0.43 0.18
H 20.86559 -8.95148 17.42473 0.63 -0.24 -0.24 0.23
H 19.82274 -11.35775 17.39180 -0.22 -0.14 -0.32 0.15
H 24.80229 -7.79557 13.59803 0.27 -0.10 -0.09 0.17
H 18.95459 -12.88833 17.71676 -0.04 0.09 -0.03 0.17
H 19.37730 -8.42282 13.46464 0.07 -0.04 0.05 0.21
H 21.69627 -12.45103 17.38712 -0.03 -0.11 -0.17 0.50
H 19.79184 -11.98233 18.98659 0.34 -0.50 0.21 0.14
H 20.57973 -7.21935 12.95205 0.13 -0.03 -0.05 0.17
H 19.75453 -8.25698 11.74965 -0.01 0.11 0.01 0.20
H 22.13176 -7.48161 15.31136 0.07 -0.06 -0.10 0.50
H 24.61755 -9.31532 15.00165 -0.21 -0.59 0.35 0.51
H 23.45396 -8.37139 12.70128 -0.07 -0.27 -0.01 0.17
```
Forces are in eV/Å.

Record 2
# C4H16FeN8O8S

A structure of composition C4H16FeN8O8S (wB97M-V/def2-TZVPD, OMol25).

## Properties
2S+1: 9
E_HOMO (spin up / spin down) (eV): -2.12 / -10.01
E_LUMO (spin up / spin down) (eV): 0.170 / -3.596
Kohn-Sham gap (spin up / spin down) (Ha): 0.084 / 0.236

Structure (XYZ):
```
38
Properties=species:S:1:pos:R:3:forces:R:3:nbo_charge:R:1
Fe 35.65848 -22.63575 1.24696 1.54 0.61 -0.28 1.95
S 33.42811 -23.37485 2.31114 -0.97 -0.48 0.96 2.57
O 35.75891 -20.79589 2.13459 -0.81 -0.15 -1.47 -0.78
O 34.89042 -23.55363 2.75502 0.05 -0.39 0.34 -1.02
O 32.73370 -24.59112 2.03414 0.28 -0.10 0.14 -0.94
O 32.78524 -22.52400 3.31368 0.11 0.18 0.03 -1.00
O 35.72637 -21.76219 -0.57660 0.51 0.09 0.01 -0.74
O 37.72763 -22.64630 1.35670 -0.87 -0.40 -0.10 -0.80
O 33.67536 -22.58464 1.05802 0.04 0.42 -1.08 -1.04
O 35.92252 -24.47640 0.28979 -0.82 0.27 -0.29 -0.76
N 36.62288 -25.88740 -1.36557 -0.64 0.67 1.09 -0.84
N 35.76221 -21.12316 -2.73376 -0.37 -0.19 0.16 -0.82
N 34.00432 -22.38142 -1.90738 0.57 -0.02 -0.15 -0.81
N 36.09633 -19.11841 3.70394 -0.05 0.95 1.00 -0.75
N 37.28127 -26.20409 0.81164 -0.51 0.42 0.58 -0.86
N 39.82962 -21.86646 1.39961 0.22 0.15 0.04 -0.90
N 34.54589 -20.71671 4.17260 -0.90 0.31 0.17 -0.34
N 38.79756 -22.48189 3.35718 -0.62 -0.31 0.48 -0.90
C 36.53079 -25.49268 -0.05874 1.82 -0.68 -0.22 0.76
C 35.57120 -20.28920 3.28582 1.58 -1.52 1.21 0.45
C 38.74608 -22.35851 2.02157 0.61 0.54 -0.08 0.52
C 35.18484 -21.76384 -1.69268 -0.46 -0.01 0.18 0.81
H 36.69993 -18.59870 3.08159 -0.19 0.15 0.07 0.41
H 33.50244 -22.23745 -2.76290 -0.11 -0.20 0.02 0.40
H 35.89839 -25.52007 -1.95557 0.25 -0.19 -0.45 0.41
H 40.68090 -21.66275 1.90380 -0.03 -0.15 0.13 0.37
H 37.24475 -26.63623 -1.60573 -0.25 -0.10 -0.33 0.40
H 36.50480 -20.47417 -2.54415 0.05 -0.05 -0.03 0.42
H 33.66990 -23.01322 -1.19648 -0.24 0.20 0.15 0.44
H 35.29562 -21.12897 -3.62195 0.19 0.21 -0.10 0.39
H 33.85536 -21.44619 3.79373 -0.26 -0.24 0.33 0.44
H 37.75645 -27.07013 0.63097 -0.10 0.03 -0.35 0.39
H 34.22040 -20.03710 4.94006 0.04 -0.39 -0.78 0.28
H 38.08682 -23.06826 3.77898 -0.10 0.07 -0.11 0.39
H 37.27087 -25.89556 1.77339 0.07 0.09 -0.03 0.40
H 39.87759 -21.82838 0.39398 -0.30 -0.11 -0.04 0.40
H 35.64500 -18.68986 4.53557 0.44 0.25 -0.82 0.34
H 39.65004 -22.42279 3.89899 0.26 0.08 -0.37 0.36
```
Forces are in eV/Å.

Record 3
# C4H16N2O11V

A structure of composition C4H16N2O11V (wB97M-V/def2-TZVPD, OMol25).

## Properties
2S+1: 2
E_HOMO (spin up / spin down) (eV): -9.18 / -9.18
E_LUMO (spin up / spin down) (eV): -4.814 / -4.271
Kohn-Sham gap (spin up / spin down) (Ha): 0.161 / 0.181

Structure (XYZ):
```
34
Properties=species:S:1:pos:R:3:forces:R:3:nbo_charge:R:1
V -7.00568 18.77582 16.08650 1.60 -6.96 0.76 1.78
O -9.42373 15.53912 16.47202 -1.53 0.06 -1.13 -0.48
O -5.73781 17.62211 17.48009 -2.11 4.28 -7.09 -0.61
O -7.52882 13.08332 17.62003 0.28 -0.03 -0.09 -0.73
O -8.87897 15.97358 18.51919 -1.37 1.88 -2.51 -0.40
O -8.17758 16.56254 13.33861 0.47 0.32 0.45 -0.75
O -4.63101 17.70239 19.25556 1.30 1.09 0.09 -0.42
O -10.07584 12.98690 16.01749 1.56 -0.22 -1.50 -0.76
O -5.97447 16.11764 18.90894 -0.51 -1.26 -0.30 -0.37
O -6.30302 18.08046 14.86985 -1.74 2.31 2.31 -0.30
O -13.54537 17.13558 18.96360 1.47 -0.65 -1.24 -0.73
O -8.67209 17.41319 16.92752 2.47 7.71 -2.12 -0.62
N -9.08601 16.35038 17.31134 1.77 -6.77 4.41 0.73
N -5.42645 17.12587 18.55387 0.05 -1.78 5.46 0.73
C -11.29500 12.79024 16.58112 -1.48 -1.14 1.23 -0.24
C -7.57277 15.51884 12.60576 -0.34 -0.77 -1.22 -0.25
C -12.40660 16.81572 18.06048 -0.88 0.37 0.40 -0.27
C -6.94687 13.97031 16.68576 0.08 0.13 -0.18 -0.24
H -14.04630 16.31978 19.03534 -0.09 0.04 0.13 0.47
H -9.03586 16.30227 13.68097 0.04 -0.35 0.01 0.49
H -11.62615 11.76151 16.43914 0.20 -0.21 -0.35 0.17
H -12.44443 17.47482 17.19314 -0.01 0.31 0.17 0.16
H -11.45438 16.92238 18.58010 -0.17 0.12 0.17 0.19
H -9.85035 13.91721 16.09020 0.13 0.16 0.29 0.50
H -12.10652 13.38856 16.16690 0.02 0.46 0.11 0.15
H -7.47888 13.96044 15.73446 -0.14 0.07 -0.06 0.15
H -6.93495 14.98279 17.08931 -0.05 -0.07 0.01 0.17
H -8.22871 12.61454 17.15960 -0.26 -0.04 0.02 0.48
H -11.20850 12.85713 17.66562 -0.44 0.54 0.30 0.16
H -12.43030 15.81481 17.62953 -0.30 -0.21 0.38 0.18
H -7.79884 14.49617 12.90768 -0.18 0.12 0.72 0.18
H -5.91359 13.71294 16.45297 0.20 -0.24 0.17 0.16
H -7.93109 15.54584 11.57669 0.01 0.18 -0.27 0.16
H -6.48624 15.57443 12.53878 -0.04 0.55 0.49 0.18
```
Forces are in eV/Å.

Record 4
# C4H16N2O2

A cluster of 3 separate species, C4H16N2O2 in total (wB97M-V/def2-TZVPD, OMol25).

## Properties
2S+1: 1
E_HOMO (eV): -8.84
Structure (SMILES): NCCCCN.O.O
E_LUMO (eV): 0.595
Kohn-Sham gap (Ha): 0.347

Structure (XYZ):
```
24
Properties=species:S:1:pos:R:3:forces:R:3:nbo_charge:R:1
O 2.45381 2.16083 1.25583 0.04 0.17 0.02 -0.94
O 1.27399 0.96584 -2.99300 0.17 0.36 -0.21 -0.94
N -2.83638 0.61033 0.16628 -0.11 1.02 0.26 -0.86
N 0.29897 -3.18188 0.75523 -0.01 0.09 0.01 -0.82
C -0.31395 0.50257 -0.30897 0.42 0.15 1.18 -0.43
C -1.51463 1.13958 0.43393 0.65 -0.47 0.46 -0.22
C -0.28843 -2.04181 0.04859 0.51 0.23 0.18 -0.21
C 0.27694 -0.67974 0.48489 -0.10 -0.80 -0.48 -0.41
H 1.42271 0.06102 -2.70718 0.23 0.03 0.04 0.47
H -1.36460 -2.03218 0.21854 -0.14 -0.19 -0.15 0.17
H 1.36590 -0.72331 0.38642 0.01 0.08 -0.10 0.20
H 2.12566 1.42617 -2.94904 -0.28 -0.37 0.05 0.47
H 2.99052 2.91531 1.53193 -0.16 -0.16 -0.05 0.47
H -2.88790 -0.38138 0.01462 -0.01 0.05 -0.31 0.36
H 1.54827 2.49108 1.22324 0.12 -0.02 0.03 0.47
H -1.47980 2.22818 0.38013 -0.46 0.03 -0.67 0.19
H 0.48384 1.24510 -0.37354 -0.12 0.11 -0.17 0.21
H -1.29853 1.00528 1.49982 -0.01 -0.23 0.10 0.17
H 1.26440 -3.27729 0.46115 0.02 -0.08 0.01 0.35
H 0.08431 -0.63162 1.55876 -0.02 0.47 0.07 0.19
H -3.34457 1.18463 -0.49090 -0.02 -0.59 -0.16 0.37
H -0.51255 0.18596 -1.32980 -0.37 0.16 -0.07 0.21
H -0.09087 -2.19673 -1.01513 -0.27 0.03 -0.04 0.18
H 0.34287 -2.97596 1.74821 -0.09 -0.08 0.02 0.35
```
Forces are in eV/Å.

Record 5
# C4H16N2O2

A cluster of 3 separate species, C4H16N2O2 in total (wB97M-V/def2-TZVPD, OMol25).

## Properties
2S+1: 1
E_HOMO (eV): -8.99
Structure (SMILES): CNCCCN.O.O
E_LUMO (eV): 0.824
Kohn-Sham gap (Ha): 0.361

Structure (XYZ):
```
24
Properties=species:S:1:pos:R:3:forces:R:3:nbo_charge:R:1
O -2.35205 1.35689 -1.97069 -0.14 0.06 0.12 -0.94
O 2.79508 0.80043 -0.63170 -0.13 0.16 0.07 -0.96
N -0.14181 1.01369 0.84461 0.11 -0.11 0.36 -0.65
N 1.17185 -1.85462 -1.13866 -0.02 -0.19 0.04 -0.87
C -0.06113 1.84130 2.04481 -0.26 -0.11 0.09 -0.41
C -0.13338 -1.19641 -1.31160 -0.17 -0.51 0.33 -0.22
C -0.25326 -0.41205 1.16193 0.08 -0.12 -0.03 -0.23
C -0.89794 -1.16297 0.01197 -0.35 0.05 -0.39 -0.40
H 3.12580 0.41889 0.18938 0.00 -0.07 -0.15 0.47
H -1.18044 -2.17768 0.30802 0.23 -0.10 0.06 0.20
H 0.74921 -0.79867 1.38428 -0.06 -0.30 0.05 0.17
H 2.27431 0.09141 -1.03566 0.14 -0.24 0.21 0.49
H 0.02144 -0.18198 -1.65808 0.02 0.24 -0.14 0.20
H 0.61074 1.44574 2.81959 0.12 0.00 -0.07 0.16
H 0.27824 2.83203 1.75925 0.02 0.15 0.07 0.20
H -1.04992 1.93249 2.50760 0.08 0.02 -0.11 0.19
H 0.75770 1.09161 0.38498 -0.04 0.35 -0.34 0.37
H -0.85695 -0.58411 2.06043 0.00 0.29 -0.08 0.19
H -1.84420 -0.66138 -0.21283 0.01 -0.03 0.16 0.20
H -0.79419 -1.69753 -2.03932 0.29 0.11 0.03 0.17
H 1.04953 -2.76316 -0.68750 0.06 0.33 -0.11 0.36
H -2.04984 1.99785 -1.31372 0.11 -0.18 -0.04 0.48
H 1.62664 -2.04288 -2.02590 -0.14 0.06 -0.02 0.37
H -2.84544 0.71113 -1.45116 0.06 0.13 -0.11 0.46
```
Forces are in eV/Å.

Record 6
# C4H16N2O2

A cluster of 3 separate species, C4H16N2O2 in total (wB97M-V/def2-TZVPD, OMol25).

## Properties
2S+1: 1
E_HOMO (eV): -8.65
Structure (SMILES): CN[C@@H](C)CN.O.O
E_LUMO (eV): 0.718
Kohn-Sham gap (Ha): 0.344

Structure (XYZ):
```
24
Properties=species:S:1:pos:R:3:forces:R:3:nbo_charge:R:1
O 1.63260 0.38806 5.75121 -0.37 -0.85 0.12 -0.95
O 2.05640 -2.88633 3.09485 0.50 0.46 -0.31 -0.94
N -1.13011 1.13939 -2.34312 -0.38 -0.30 0.15 -0.65
N -0.88666 -1.85591 -2.23990 0.04 0.72 0.81 -0.83
C -2.19900 1.64008 -1.46171 1.12 0.70 -0.53 -0.42
C 0.84131 1.17206 -0.65854 0.17 -0.69 0.07 -0.65
C -0.03808 0.41927 -1.70839 1.09 0.23 -0.29 -0.06
C -0.53668 -0.91703 -1.13212 -0.45 -0.48 -0.39 -0.23
H 1.80870 0.84700 4.92914 0.20 0.43 0.31 0.48
H 0.43298 2.14130 -0.38391 -0.38 -0.26 0.63 0.21
H 1.89230 1.40263 -0.89182 -0.37 -0.22 -0.84 0.21
H -1.03540 -1.23216 -3.02519 -0.35 -0.27 -0.27 0.36
H 1.93351 -3.83584 3.02945 0.15 -0.07 -0.11 0.47
H -3.18723 1.50161 -1.89421 -0.06 -0.35 0.15 0.20
H -0.77539 1.79124 -3.02754 -0.27 0.16 0.21 0.37
H 2.85586 -2.66271 2.57956 -0.65 -0.39 0.40 0.47
H 0.96235 0.40117 0.11208 -0.24 0.98 0.77 0.21
H -1.78514 -2.27391 -2.01018 0.17 -0.01 -0.33 0.35
H 0.64900 0.21316 -2.54191 -0.20 -0.45 0.11 0.20
H 1.86574 0.89608 6.53009 0.17 0.42 -0.41 0.47
H -1.39441 -0.77793 -0.45388 0.06 0.31 -0.28 0.17
H -2.08984 2.71281 -1.27775 -0.02 0.09 0.07 0.18
H 0.18799 -1.38483 -0.47563 0.57 0.00 -0.15 0.18
H -2.06080 1.16081 -0.50057 -0.51 -0.15 0.14 0.20
```
Forces are in eV/Å.